No. 1
The following is a quantum chemistry calculation of a molecular structure, C21H30F6NNiO4S2Si3 at a distorted geometry, from the OMol25 dataset.

XYZ file:
```
68
Properties=species:S:1:pos:R:3:forces:R:3:mulliken_charge:R:1
Ni 0.673817 -0.364756 -0.168987 -0.5748 0.9446 0.4288 0.46
F -0.417226 -4.667813 -1.678744 0.1263 0.1185 0.0570 -0.23
C 0.885875 -4.325628 -1.693688 -0.2538 -0.3128 -0.0883 0.58
F 1.285645 -4.324856 -2.960579 0.0768 0.1742 0.0236 -0.20
F 1.566169 -5.253035 -1.032462 0.0002 0.0757 0.0979 -0.20
S 1.015704 -2.631770 -0.900350 0.2123 -0.4524 -0.3155 0.80
O 0.499650 -1.723113 -1.982662 0.2114 -0.1760 0.3188 -0.91
O 0.258519 -3.818475 1.805109 0.2327 -0.1238 0.2353 -0.52
N 2.635956 -2.676613 -0.901568 0.1172 -0.3286 -0.2251 -0.67
S 3.517092 -1.446328 -0.582240 -0.1768 0.3581 -0.1966 0.86
O 4.554393 -1.242598 -1.541376 0.1590 -0.0098 0.2027 -0.62
O 2.761799 -0.249899 -0.176278 0.0579 -0.3990 -0.0921 -0.74
C 4.403264 -1.934346 0.964621 0.1475 -0.0025 0.1387 0.59
F 3.543238 -2.191476 1.957135 -0.0142 0.0325 -0.1286 -0.20
F 5.212804 -0.946180 1.363124 -0.1303 -0.0801 -0.0902 -0.23
F 5.146361 -3.026365 0.764499 -0.1100 0.0992 -0.0403 -0.23
C -2.762824 -0.793495 1.434669 0.0727 -0.1407 0.0724 -0.67
Si -1.186747 -1.382070 2.275584 -0.1094 0.0710 -0.0276 -0.06
C -1.555277 -1.422656 4.134752 0.0405 -0.0037 -0.1067 -1.22
C -1.045617 -3.228025 1.792299 -0.1101 0.0254 0.0062 -0.44
C 0.312362 -0.415473 1.827397 0.1660 -0.1443 0.1323 0.62
Si 0.494053 1.265817 2.575716 -0.0319 0.0591 0.0117 0.23
C 1.917271 2.260668 1.840442 -0.0381 -0.0484 -0.0549 -0.92
C -1.114839 2.252459 2.448582 0.0460 -0.1094 -0.0518 -0.43
C 0.915274 1.182594 4.422920 0.0141 -0.0762 -0.1390 -1.22
H -3.567998 -1.514536 1.592592 -0.0551 -0.0486 0.0257 0.52
H -2.628745 -0.677267 0.360424 0.0183 -0.0038 -0.1301 -0.07
H -3.097010 0.164324 1.826481 -0.0359 0.1265 0.0578 0.30
H -2.316895 -2.171264 4.358719 -0.0630 -0.0542 0.0123 0.36
H -1.922372 -0.461601 4.491177 -0.0255 0.1459 0.0257 0.29
H -0.662876 -1.660974 4.713278 0.0889 -0.0543 0.0709 0.33
H -1.715388 -3.800618 2.452027 -0.0124 -0.0079 -0.0295 0.40
H 0.745637 -3.471702 2.559820 0.0207 0.0076 -0.1009 0.29
H -1.428764 -3.389423 0.782952 -0.0262 0.0840 -0.1201 0.22
H 1.200099 -0.990198 2.156547 -0.1010 0.0036 0.0035 -0.31
H 2.029247 2.146762 0.762852 -0.0630 -0.0169 -0.0427 0.06
H 2.859745 1.948476 2.292923 0.0812 -0.0378 0.0326 0.28
H 1.780300 3.322452 2.052682 0.0078 0.0789 0.0578 0.41
H -1.668002 2.008094 1.543557 -0.0272 -0.0135 -0.0534 -0.29
H -0.922749 3.324518 2.428613 0.0443 0.1120 0.0362 0.36
H -1.762294 2.042960 3.300261 -0.0713 -0.0414 0.1102 0.36
H 1.761163 0.510059 4.577231 0.0720 -0.0430 0.0251 0.29
H 0.086908 0.816209 5.026171 -0.0987 -0.0513 0.0429 0.31
H 1.202666 2.161795 4.805286 0.0209 0.1438 0.0259 0.35
C 2.120135 3.040368 -4.894952 0.0683 -0.0345 -0.1164 -0.34
C 1.874598 1.687107 -4.714007 0.0040 0.0102 0.0093 -0.86
C 1.164550 1.254946 -3.605697 -0.0204 -0.0340 0.0448 -0.15
C 0.669565 2.157167 -2.659925 -0.0397 0.0029 -0.0238 0.41
C 0.936010 3.511662 -2.860757 -0.0315 -0.0172 0.0173 -0.27
C 1.652808 3.951609 -3.963585 0.0100 0.0790 0.0098 -0.56
Si -0.290293 1.537381 -1.153383 0.0419 0.0064 -0.0583 0.70
C -2.050103 1.074568 -1.697592 -0.0334 0.1378 0.0034 0.28
C -2.310715 -0.024308 -2.521424 0.1085 0.0131 0.0131 -0.10
C -3.604330 -0.380294 -2.864319 -0.0482 -0.0478 -0.0288 -0.71
C -4.680616 0.348726 -2.379508 -0.0558 -0.0495 -0.0328 -0.42
C -4.449591 1.437700 -1.556196 -0.0470 0.0396 0.0322 -0.68
C -3.150458 1.793502 -1.225418 0.0448 -0.0048 -0.0070 -0.13
H 2.683862 3.380320 -5.754738 0.0101 0.0126 -0.0197 0.36
H 2.249992 0.964814 -5.426378 0.0223 -0.0292 -0.0445 0.41
H 1.006005 0.194048 -3.460873 -0.0036 -0.0900 -0.0031 0.20
H 0.577342 4.235655 -2.141525 -0.0434 0.0698 0.0762 0.33
H 1.849195 5.007979 -4.095329 0.0049 0.0501 0.0008 0.37
H -0.513719 2.760870 -0.317526 0.0789 -0.0301 -0.1074 -0.36
H -1.488134 -0.623932 -2.885960 0.0788 -0.0498 -0.0367 0.22
H -3.773219 -1.237594 -3.503911 -0.0107 -0.0226 -0.0174 0.39
H -5.692309 0.065361 -2.639333 -0.0395 -0.0105 -0.0085 0.37
H -5.282401 2.011281 -1.168956 -0.0261 0.0209 0.0148 0.39
H -2.987535 2.646431 -0.580237 0.0207 0.0974 0.0645 0.30
```
Forces are in eV/Å.

As for the orbital gap (alpha / beta): 6.94 / 8.06 eV. The value obtained for the energy above the lowest of the compared OMol25 structures with the same formula, charge and spin is 0.00 kJ/mol. Its expectation value of S² is 2.012. As for the total charge: -1. The lowest unoccupied orbital energy (alpha / beta) comes out at 2.71 / 2.20 eV. The HOMO energy (alpha / beta) is -0.156 / -0.215 hartree. The calculation puts the molar mass at 681.547 g mol⁻¹. Its multiplicity is 3.



No. 2
The following is a quantum chemistry calculation of 5 unconnected molecules or ions with the total composition C21H30F8N2O5 at a distorted geometry, from the OMol25 dataset.

XYZ file:
```
66
Properties=species:S:1:pos:R:3:forces:R:3:mulliken_charge:R:1
C -8.361882 -39.943108 11.581211 0.4983 -2.1742 0.4506 -1.18
C -9.726361 -39.409025 11.204016 -0.0511 -1.2477 -0.1380 1.32
C -9.481684 -38.324283 10.134677 2.4330 -2.2526 -0.6895 -0.13
F -10.470330 -37.922810 9.413730 -3.4796 1.3840 -0.7645 -0.31
F -8.781416 -37.264749 10.560592 -0.0119 0.8391 1.1850 -0.27
F -10.448717 -40.452950 10.657599 0.3949 1.0441 -0.3246 -0.32
F -10.395449 -39.131811 12.355953 0.3075 0.9946 -0.5542 -0.18
O -7.783654 -40.660102 10.427913 0.3032 0.0935 -0.4425 -0.50
C -6.601609 -41.426311 10.618111 -1.7295 2.4398 2.4187 0.89
C -6.290933 -42.373171 9.430813 0.0467 -1.3246 0.9778 0.19
F -6.101142 -41.696096 8.288608 0.2364 -0.3970 0.6416 -0.22
F -5.227515 -43.232149 9.749223 -0.6235 1.8628 -0.4704 -0.27
F -5.654866 -40.506764 10.958340 0.4829 -0.9555 -0.5831 -0.30
F -6.831882 -42.153528 11.754762 0.7351 -0.3839 -0.8082 -0.31
H -8.586182 -40.693447 12.339356 0.0687 -0.0612 0.1267 0.50
H -7.753955 -39.191844 12.085319 0.3599 0.1444 -0.6673 0.36
H -8.841544 -38.822097 9.406320 0.4081 -0.4684 0.2553 0.40
H -7.113467 -43.087816 9.402349 -0.4161 0.4122 -0.6022 0.25
O -13.139937 -33.625548 9.867086 -0.1612 0.2150 -0.4793 -0.12
C -12.895000 -34.624431 10.515848 -1.0454 -3.7785 0.2605 0.66
O -13.423559 -35.862355 10.319433 0.4297 2.8609 -0.0708 -0.26
C -13.042951 -36.774353 11.435640 1.0426 0.4966 0.3538 -0.31
C -11.873739 -36.039291 12.046109 0.8934 -2.1199 0.3170 0.36
C -11.955420 -34.611772 11.682243 0.8884 1.3114 1.3225 -0.69
H -12.637601 -37.688962 11.002861 -0.8349 -0.0400 -0.2073 0.23
H -13.873823 -36.900981 12.129702 -0.2029 -0.0228 -0.5445 0.32
H -10.960348 -36.419346 11.588530 -0.0252 -0.1934 0.2148 -0.33
H -11.779191 -36.175332 13.123447 -0.0163 -0.0500 0.0302 0.38
H -10.931945 -34.284642 11.498986 -0.3422 0.6421 -0.6036 0.36
H -12.310687 -34.040721 12.540025 -0.5109 0.5422 -0.4571 0.39
O -10.108939 -37.628324 14.757987 0.0389 0.3577 -0.2424 -0.60
C -8.982341 -37.818448 15.119850 0.2622 -0.4316 0.7953 0.67
O -8.694699 -38.662310 16.137504 -1.2571 -0.2054 0.3755 -0.32
C -7.297182 -38.709394 16.418733 0.2783 -0.7803 0.3150 -0.46
C -6.719781 -38.355354 15.089158 2.1096 -0.3150 1.2032 -0.12
C -7.650823 -37.309444 14.661785 0.2798 0.9614 -2.8174 -0.52
H -7.022625 -39.713060 16.743348 -0.3205 0.0760 0.1148 0.22
H -7.079034 -37.989073 17.207178 0.1068 0.0466 -0.0102 0.26
H -6.720817 -39.201590 14.402142 -0.2009 -0.1718 0.1400 -0.14
H -5.691105 -37.998691 15.141197 0.0513 -0.0379 0.1029 0.46
H -7.460024 -37.356428 13.589645 -1.1796 0.7466 -0.4771 0.11
H -7.394824 -36.288032 14.943375 -0.2488 -0.0926 0.4987 0.41
C -3.362292 -43.390976 14.586335 -1.4290 0.0661 -0.5547 -1.09
C -3.673634 -42.439655 15.693857 0.3988 -0.4584 1.5872 -0.29
C -4.971993 -42.855647 16.447660 -0.3964 0.6921 -0.5824 -0.62
C -6.228512 -42.370834 15.818463 5.8139 -1.8028 2.9711 0.19
N -7.159484 -42.043832 15.318951 -5.2381 1.9784 -2.7808 -0.31
H -4.232736 -43.260393 13.943393 0.4769 0.3491 -1.2006 0.21
H -3.563011 -44.436984 14.818024 1.0551 -0.1433 0.5548 0.34
H -2.391974 -43.133131 14.161940 -0.2966 -0.5497 -0.4131 0.33
H -3.611920 -41.415689 15.325375 -0.6806 0.0779 0.0446 0.32
H -2.870379 -42.474236 16.429848 0.0047 -0.0890 0.2580 0.33
H -4.936868 -42.540167 17.490420 -0.1776 0.0703 -0.0677 0.32
H -5.108389 -43.936971 16.431824 0.4351 -0.1235 0.1502 0.33
C -11.884580 -40.169063 16.601582 0.3473 0.2018 -0.1853 -1.23
C -10.740957 -41.114501 16.525394 0.9300 -1.4117 -0.8503 0.39
C -10.094823 -41.568791 17.822592 0.0666 -0.1549 1.1702 -0.44
C -9.901225 -40.646029 18.937566 0.6378 2.5662 1.7277 0.19
N -9.699681 -39.901266 19.819743 -0.5181 -1.7667 -2.0157 -0.54
H -12.272532 -39.951332 15.606504 -0.1376 -0.2302 -0.0140 0.29
H -11.484456 -39.220072 16.958521 -0.6452 0.0636 0.6146 0.29
H -12.625554 -40.706260 17.193598 -0.4076 0.9151 0.2876 0.39
H -9.962418 -40.835510 15.815370 -0.0709 0.2851 0.0926 -0.28
H -11.106020 -42.084640 16.188268 -0.1172 0.0171 -0.6320 0.43
H -9.111109 -42.002444 17.642713 -0.0684 -0.1947 -0.2048 0.15
H -10.719975 -42.337867 18.276259 0.0191 -0.3248 -0.1028 0.41
```
Forces are in eV/Å.

As for the orbital gap (alpha / beta): 8.09 / 3.06 eV. Its expectation value of S² is 0.756. As for the total charge: +1. The lowest unoccupied orbital energy (alpha / beta) comes out at -4.42 / -9.45 eV. The HOMO energy (alpha / beta) is -0.460 / -0.460 hartree. The calculation puts the molar mass at 542.464 g mol⁻¹. Its multiplicity is 2.



No. 3
The following is a quantum chemistry calculation of a molecular structure, C21H30FMoN7O9P2S at a distorted geometry, from the OMol25 dataset.

XYZ file:
```
72
Properties=species:S:1:pos:R:3:forces:R:3:mulliken_charge:R:1
Mo 0.716217 -1.402997 0.842174 -0.4629 -1.6037 2.9267 0.41
C -3.659483 1.602803 -4.696226 0.2477 0.0759 0.0181 -1.41
C -2.405083 2.359303 -4.262226 -0.3000 0.3608 -0.7149 -0.27
C -2.638483 3.855303 -4.060626 0.0300 -0.0675 0.0625 -1.09
C -3.655783 4.093903 -2.953126 0.0684 0.0532 -0.2469 -1.31
C -3.318883 3.279003 -1.737426 -0.6763 0.6371 0.5121 1.34
C -3.863083 3.645503 -0.506126 0.3332 -0.3065 -0.7138 -0.73
C -3.565383 2.911503 0.626974 0.4663 -0.5817 0.5224 0.00
F -4.074383 3.289403 1.819874 0.0411 -0.0113 -0.3517 -0.38
C -2.729183 1.817403 0.585974 -0.2799 0.2912 -0.1619 -0.42
C -2.172183 1.433103 -0.643226 -0.5059 0.4328 -0.0383 0.70
C -1.281583 0.315203 -0.710226 0.7615 -1.4632 0.9098 1.53
O -1.050883 -0.434897 0.332274 -1.3391 1.9564 -1.9577 -0.75
C -0.655583 0.052603 -1.964826 -0.1814 0.0038 0.3381 -0.29
C -1.007183 0.763203 -3.075726 -0.4752 0.2857 0.5117 -0.28
N -1.907883 1.779603 -3.023526 0.6355 -0.5847 0.2997 0.09
C -2.473883 2.168403 -1.820326 0.4212 -0.6397 0.5309 -0.91
C 0.460017 -0.941797 -1.845126 0.1805 -0.1531 -1.1827 0.43
O 0.613917 -1.927697 -2.547026 -0.6602 0.6320 -0.4932 -0.67
O 1.219817 -0.605797 -0.859426 0.4251 1.1706 -1.3696 -0.85
H -4.079183 2.050203 -5.591626 -0.0707 0.0375 -0.1238 0.40
H -4.408383 1.615103 -3.910426 -0.1510 0.0008 0.0811 0.38
H -3.409983 0.566003 -4.905426 -0.0304 -0.1151 -0.0546 0.39
H -1.629183 2.224203 -5.023326 -0.0327 -0.0033 0.1922 0.54
H -2.978183 4.302903 -4.994526 0.0494 -0.0376 -0.0019 0.44
H -1.689783 4.323803 -3.787426 0.0124 0.0096 -0.0710 0.35
H -4.658283 3.835803 -3.303526 -0.0180 -0.0093 0.0314 0.39
H -3.681083 5.154003 -2.694926 -0.0276 -0.0550 0.0337 0.51
H -4.517983 4.499603 -0.441026 -0.0647 0.1305 0.0376 0.56
H -2.500583 1.240603 1.469074 -0.0115 -0.0234 0.0823 0.68
H -0.569583 0.555903 -4.041126 -0.0270 -0.0147 -0.0971 0.55
N 2.452117 -5.449497 0.386574 -0.4757 -0.2532 0.2460 -0.13
C 3.293417 -4.292597 -0.034426 0.0088 1.2569 -0.1764 0.38
C 4.644317 -4.717497 -0.542926 0.1895 -0.0288 -0.0479 -1.80
P 3.302617 -3.171797 1.460774 0.2097 0.2300 0.4383 1.18
O 4.811017 -3.067197 1.973174 -0.0800 -0.3845 0.0114 -0.62
O 2.485817 -3.918397 2.469474 0.1033 -0.5294 0.3197 -1.07
O 2.848617 -1.762697 1.143274 -0.0602 -0.0895 -0.0777 -0.56
P 2.304117 -3.209397 -1.200226 0.6727 -1.0846 0.2653 1.19
O 1.946617 -4.340897 -2.284826 0.1144 -0.0639 0.1860 -0.63
O 3.182617 -2.128097 -1.644026 0.3737 -0.2162 -0.2737 -0.85
O 1.067617 -3.111097 -0.274126 -0.1443 -0.1602 -0.5394 -0.77
H 2.948417 -6.343097 0.330774 -0.1599 0.2489 -0.0374 0.32
H 1.601617 -5.465997 -0.192026 0.1636 -0.2189 0.2798 0.38
H 2.206017 -5.205897 1.392774 -0.1512 -0.2642 -0.2405 0.36
H 5.296617 -5.066197 0.259974 0.0130 -0.0333 -0.0352 0.43
H 5.105917 -3.858997 -1.028626 0.0869 -0.0269 -0.0032 0.40
H 4.537817 -5.501397 -1.292626 0.0218 -0.0150 -0.1011 0.50
H 5.315117 -2.416697 1.481674 0.2095 0.3194 -0.1349 0.34
H 1.641717 -3.902497 -3.082026 -0.2610 0.0401 -0.4050 0.46
C -0.320983 3.044103 3.924974 0.0136 0.0701 0.3109 -1.30
N 0.333817 2.516403 2.744574 0.0948 -0.2904 0.1070 0.18
C 0.415917 3.400103 1.598274 0.0290 -0.0292 -0.2316 -1.42
C 0.686317 1.213203 2.649274 0.2889 -0.3355 -0.9384 0.62
N 0.959617 0.600803 1.529074 0.1749 1.1774 0.7450 0.08
N 0.785017 0.515503 3.838674 -0.1480 0.4985 0.3740 -0.04
C 1.103317 -0.816697 3.944874 -0.2955 -1.1104 -0.9545 0.07
N 1.398017 -1.269197 5.194574 0.0310 0.1290 -0.0315 -0.45
N 1.024517 -1.617097 2.930974 0.0239 0.5003 1.6934 -0.25
H -1.010783 3.832203 3.626074 0.0501 -0.0317 0.0092 0.43
H 0.401617 3.463803 4.632174 -0.0955 0.0377 0.0352 0.32
H -0.912783 2.272003 4.414074 -0.0339 0.0335 0.0423 0.48
H 0.510617 4.424303 1.954874 0.0091 -0.0509 -0.0006 0.48
H -0.472283 3.328003 0.962474 0.0053 -0.0041 0.0165 0.41
H 1.297817 3.176503 1.001474 0.0672 0.0316 0.0033 0.48
H 0.940217 1.217903 0.722974 -0.1455 -0.0880 0.0675 -0.07
H 0.815717 1.057003 4.689274 -0.0788 -0.0602 -0.1451 0.32
H 1.707517 -0.640297 5.913874 0.0823 0.0590 -0.0195 0.19
H 1.755717 -2.210597 5.251974 -0.0355 0.0580 0.0399 0.25
H 1.336417 -2.564897 3.153974 0.0258 0.0458 -0.0538 0.21
S -1.558283 -3.761097 2.159374 0.3667 0.5676 -0.3417 -0.20
C -0.617983 -2.673197 1.561774 0.3779 -0.3429 0.0873 0.37
```
Forces are in eV/Å.

As for the orbital gap (alpha / beta): 6.37 / 5.61 eV. The value obtained for the energy above the lowest of the compared OMol25 structures with the same formula, charge and spin is 213.36 kJ/mol. Its expectation value of S² is 0.817. As for the total charge: +1. The lowest unoccupied orbital energy (alpha / beta) comes out at -2.97 / -3.11 eV. The HOMO energy (alpha / beta) is -0.343 / -0.320 hartree. The calculation puts the molar mass at 733.464 g mol⁻¹. Its multiplicity is 2.